[1]
# C4H16N2O2

3 unconnected molecules or ions with the total composition C4H16N2O2 (ωB97M-V/def2-TZVPD, OMol25).

Values from the calculation:
HOMO-LUMO gap = 9.626 eV
relative energy (zero: lowest compared OMol25 entry of this formula, charge and spin) = 323.8 kJ/mol
HOMO = -0.32812 Ha
LUMO energy = 0.697 eV

Positions of all 24 atoms, in Å:
N (1.88786, -1.73413, 0.91533)
C (1.21941, -0.86664, -0.14299)
C (0.35668, 0.34187, 0.31137)
C (-1.11193, -0.05301, 0.21395)
C (-1.89717, 1.12439, 0.83978)
N (-2.20479, 2.24337, -0.02474)
H (2.85483, -1.43509, 1.02393)
H (1.37002, -1.75410, 1.68836)
H (1.99264, -0.41324, -0.85514)
H (0.72857, -1.60832, -0.73488)
H (0.64163, 0.76756, 1.36807)
H (0.44563, 1.37068, -0.26003)
H (-1.36743, -1.04715, 0.88834)
H (-1.61266, -0.47421, -0.70150)
H (-2.74209, 0.65255, 1.41021)
H (-1.12699, 1.49045, 1.65566)
H (-1.72397, 3.17432, 0.23065)
H (-2.02552, 1.88826, -0.92137)
O (2.77134, 1.64623, -1.90246)
H (2.39151, 1.26357, -1.17676)
H (3.31290, 2.41066, -1.77710)
O (-1.58967, -2.71862, -0.84555)
H (-1.81948, -3.79843, -0.80989)
H (-0.75132, -2.47098, -0.39325)

Forces on atoms 1 to 3 (eV/Å):
N 2.309 1.468 -5.282
C 2.683 1.059 0.057
C 0.100 0.985 -0.161

Here are the Mulliken charges for atoms 1 to 5, given in e: atom 1 (N): -0.542, atom 2 (C): -0.538, atom 3 (C): -0.148, atom 4 (C): -0.812, atom 5 (C): -0.437

=====

[2]
# C4H16NO3

3 unconnected molecules or ions with the total composition C4H16NO3 (ωB97M-V/def2-TZVPD, OMol25).

Values from the calculation:
HOMO-LUMO gap = 11.310 eV
charge = +1
relative energy (zero: lowest compared OMol25 entry of this formula, charge and spin) = 93.1 kJ/mol
HOMO = -0.53025 Ha
LUMO energy = -3.119 eV

Positions of all 24 atoms, in Å:
C (0.74892, 0.31651, -1.09115)
O (1.83517, 1.23272, -0.99371)
C (-0.09027, 0.40382, 0.20164)
C (-0.74880, -0.94599, 0.47629)
C (-2.04690, -0.82852, 1.28898)
N (0.89799, 0.72733, 1.28931)
H (0.13866, 0.37292, -1.98145)
H (1.17809, -0.68029, -1.03755)
H (2.08332, 1.57460, -1.86246)
H (-0.86766, 1.16168, 0.22286)
H (-0.98699, -1.36623, -0.46189)
H (-0.05984, -1.66299, 0.90178)
H (-2.26702, -1.73611, 1.84985)
H (-2.10868, 0.05612, 1.92322)
H (-2.89911, -0.77231, 0.62243)
H (1.49171, -0.06672, 1.53719)
H (0.38439, 1.02223, 2.12335)
H (1.50740, 1.50272, 1.04846)
H (3.34667, -1.82709, 1.38981)
H (3.43364, -2.35298, -0.04467)
O (3.04435, -1.65531, 0.48780)
H (-3.25943, 0.40876, -2.26403)
H (-4.08889, 0.61788, -0.98056)
O (-3.66087, 1.07536, -1.70955)

Forces on atoms 1 to 3 (eV/Å):
C 0.550 -0.384 1.078
O -0.495 0.382 -0.477
C 0.432 -0.704 -0.722

Here are the Mulliken charges for atoms 1 to 5, given in e: atom 1 (C): -0.779, atom 2 (O): -0.557, atom 3 (C): -0.086, atom 4 (C): -0.668, atom 5 (C): -1.108

=====

[3]
# C16H36Cl6N3O3P

5 unconnected molecules or ions with the total composition C16H36Cl6N3O3P (ωB97M-V/def2-TZVPD, OMol25).

Values from the calculation:
HOMO-LUMO gap = 8.934 eV
relative energy (zero: lowest compared OMol25 entry of this formula, charge and spin) = 0.0 kJ/mol
HOMO = -0.31592 Ha
LUMO energy = 0.337 eV

Positions of all 65 atoms, in Å:
C (3.88846, 3.80065, 0.63502)
N (3.49309, 2.46220, 0.93010)
C (4.20074, 1.41798, 0.22573)
P (2.22804, 2.23246, 1.96164)
O (1.00648, 2.98180, 1.66362)
N (1.88930, 0.60523, 1.93825)
C (0.60819, 0.17970, 1.39625)
C (2.62685, -0.35950, 2.73762)
N (2.84361, 2.64405, 3.43608)
C (4.21908, 2.47391, 3.82543)
C (1.90344, 2.98948, 4.49002)
H (4.79185, 4.11546, 1.17124)
H (3.09744, 4.50821, 0.90953)
H (4.01147, 3.97334, -0.43854)
H (3.87555, 0.43738, 0.56800)
H (5.27945, 1.48694, 0.38729)
H (3.96170, 1.42549, -0.84440)
H (0.50506, -0.90484, 1.46802)
H (-0.23152, 0.58288, 1.97163)
H (0.51199, 0.47253, 0.35122)
H (2.69492, -1.31061, 2.20457)
H (3.61681, 0.00429, 2.99996)
H (2.12702, -0.55546, 3.70041)
H (4.80316, 1.91838, 3.09537)
H (4.72648, 3.44557, 3.94301)
H (4.27777, 1.99878, 4.80778)
H (1.73587, 4.06732, 4.52797)
H (2.32050, 2.68872, 5.45483)
H (0.95906, 2.46271, 4.37063)
O (-3.27209, 4.08655, -0.59672)
C (-2.57001, 3.28787, -1.13338)
C (-2.43649, 1.79270, -0.84226)
C (-2.04429, 1.26978, -2.22063)
C (-1.12048, 2.39907, -2.68419)
O (-1.79408, 3.60343, -2.20392)
H (-1.56939, 1.63139, -0.20151)
H (-3.38723, 1.49107, -0.41819)
H (-1.49315, 0.32588, -2.19716)
H (-2.85066, 1.15491, -2.94638)
H (-0.13485, 2.36911, -2.21995)
H (-1.08594, 2.51662, -3.76288)
Cl (-6.20381, -1.16154, -3.44050)
C (-7.56758, -2.26721, -3.13764)
C (-7.15915, -3.57152, -2.48503)
Cl (-6.24442, -3.36963, -0.98256)
H (-8.04784, -2.48754, -4.08891)
H (-8.26757, -1.72581, -2.50767)
H (-6.65604, -4.25996, -3.16137)
H (-8.08544, -4.09384, -2.22090)
Cl (0.56696, -4.13264, 0.82157)
C (1.97301, -4.86967, 0.00929)
C (2.64169, -3.92281, -0.94109)
Cl (1.69995, -3.74358, -2.45814)
H (1.60947, -5.73227, -0.54405)
H (2.64632, -5.20401, 0.79456)
H (3.62670, -4.27346, -1.24423)
H (2.77700, -2.92147, -0.53699)
Cl (-2.43011, -3.07041, -4.11228)
C (-2.81277, -2.47959, -2.45117)
C (-1.58722, -2.66524, -1.59978)
Cl (-1.84062, -1.84431, -0.02532)
H (-3.69405, -2.99767, -2.09188)
H (-3.04549, -1.42947, -2.59589)
H (-0.70513, -2.23194, -2.06107)
H (-1.40701, -3.71783, -1.40008)

Forces on atoms 1 to 3 (eV/Å):
C -0.199 1.326 -0.042
N 0.025 -0.829 -0.130
C -0.302 -0.396 -0.085

Here are the Mulliken charges for atoms 1 to 5, given in e: atom 1 (C): -1.178, atom 2 (N): 0.518, atom 3 (C): -0.898, atom 4 (P): -0.118, atom 5 (O): -0.878

=====

[4]
# C22H25Cl3N3O6RbS

A molecular structure, C22H25Cl3N3O6RbS (ωB97M-V/def2-TZVPD, OMol25).

Values from the calculation:
HOMO-LUMO gap = 4.945 eV
charge = -2
relative energy (zero: lowest compared OMol25 entry of this formula, charge and spin) = 20.4 kJ/mol
HOMO = -0.04726 Ha
LUMO energy = 3.659 eV

Positions of all 61 atoms, in Å:
Rb (-0.08316, 0.04787, -0.81998)
C (2.29678, -1.70876, 2.36380)
C (2.20090, -0.27308, 2.82618)
O (1.12566, 0.31969, 2.14908)
C (0.92779, 1.69209, 2.42387)
C (2.06337, 2.61290, 1.88247)
O (2.97656, 1.92738, 1.04171)
C (2.96645, 2.34726, -0.31763)
C (3.59441, 1.27522, -1.16538)
O (2.74490, 0.14716, -1.23953)
C (3.36983, -1.11241, -1.06273)
C (3.63087, -1.41879, 0.39853)
O (2.40893, -1.83740, 0.96710)
H (1.37092, -2.22240, 2.62656)
H (3.13380, -2.20051, 2.88219)
H (3.12961, 0.27094, 2.63301)
H (2.02860, -0.26917, 3.91431)
H (0.84379, 1.84124, 3.51054)
H (-0.02449, 1.94693, 1.95710)
H (2.63035, 3.04861, 2.71061)
H (1.59606, 3.43634, 1.33552)
H (3.54471, 3.27350, -0.43670)
H (1.95234, 2.53559, -0.67982)
H (4.56619, 1.00173, -0.73655)
H (3.75240, 1.67454, -2.17163)
H (4.30307, -1.17206, -1.63705)
H (2.66674, -1.85791, -1.44366)
H (4.01654, -0.52360, 0.89793)
H (4.38072, -2.21851, 0.49002)
N (-0.98035, 4.66015, -2.49693)
C (-0.81110, 3.26372, -2.61259)
S (0.77050, 2.72683, -3.08494)
N (-1.89035, 2.61550, -2.30332)
N (-1.98127, 1.27180, -2.56401)
C (-2.83342, 0.65579, -1.82971)
C (-3.57781, 1.19296, -0.66494)
C (-4.96393, 1.08733, -0.66354)
C (-5.75623, 1.60040, 0.35898)
C (-5.11025, 2.23592, 1.42302)
C (-3.73277, 2.32902, 1.47020)
C (-2.88400, 1.79260, 0.44920)
O (-1.61119, 1.81564, 0.55050)
H (-0.11768, 5.11174, -2.23825)
H (-1.74781, 4.86956, -1.87195)
H (-3.05405, -0.36427, -2.14613)
H (-5.43782, 0.59510, -1.50948)
H (-6.83567, 1.51757, 0.32799)
H (-5.69995, 2.65484, 2.23334)
H (-3.24191, 2.80870, 2.31098)
Cl (-2.62835, -7.35793, 0.01798)
C (-1.75607, -5.91058, -0.47693)
C (-1.80714, -4.77005, 0.30832)
C (-1.11349, -3.64499, -0.08323)
Cl (-1.19399, -2.21677, 0.91480)
C (-0.31805, -3.54785, -1.27801)
O (0.31210, -2.51525, -1.61778)
C (-0.33679, -4.77505, -2.02601)
Cl (0.60402, -4.81761, -3.50067)
C (-1.01972, -5.91433, -1.64924)
H (-2.38702, -4.75543, 1.22209)
H (-0.97304, -6.79945, -2.26960)

Forces on atoms 1 to 3 (eV/Å):
Rb 0.820 0.399 -0.144
C -0.025 -0.062 -0.126
C -0.023 0.131 0.005

Here are the Mulliken charges for atoms 1 to 5, given in e: atom 1 (Rb): 0.542, atom 2 (C): -0.842, atom 3 (C): -0.482, atom 4 (O): 0.086, atom 5 (C): -0.117